(1)
This record from OMol25 describes a structure of composition C47H33Cl2IN6O9PSZn in a non-equilibrium geometry. The level of theory is ωB97M-V/def2-TZVPD.

Positions of all 101 atoms, in Å:
Zn: 16.071 13.070 9.501
I: 18.508 13.063 7.379
C: 19.266 12.556 9.396
C: 20.130 13.474 9.972
C: 21.244 13.026 10.752
C: 21.448 11.669 10.916
C: 20.626 10.664 10.376
C: 20.900 9.307 10.246
C: 19.880 8.428 9.973
C: 18.638 8.882 9.566
C: 18.338 10.240 9.573
P: 16.593 10.727 9.696
C: 15.844 9.546 8.569
C: 14.880 8.728 9.073
C: 14.259 7.780 8.142
C: 14.533 7.810 6.812
C: 15.441 8.771 6.308
C: 16.163 9.554 7.203
C: 16.180 10.694 11.407
C: 17.164 10.590 12.408
C: 16.783 10.537 13.747
C: 15.499 10.332 14.105
C: 14.499 10.583 13.084
C: 14.789 10.785 11.781
C: 19.426 11.163 9.697
H: 19.921 14.619 9.900
H: 21.942 13.774 11.147
H: 22.284 11.422 11.523
H: 21.922 8.934 10.573
H: 20.013 7.311 9.911
H: 17.827 8.220 9.391
H: 14.498 8.904 10.088
H: 13.666 6.985 8.602
H: 14.023 7.010 6.244
H: 15.527 8.892 5.215
H: 17.094 10.102 6.929
H: 18.213 10.525 12.092
H: 17.628 10.507 14.474
H: 15.241 9.954 15.112
H: 13.444 10.606 13.279
H: 13.998 10.887 11.057
O: 8.337 11.403 11.523
N: 9.519 11.781 11.430
O: 10.348 11.803 12.434
C: 10.057 12.060 10.141
C: 9.184 11.816 9.048
C: 9.695 12.038 7.773
C: 11.061 12.354 7.457
O: 11.622 12.889 6.402
C: 11.852 12.513 8.718
C: 11.382 12.461 10.049
N: 13.167 12.807 8.448
O: 13.969 14.767 7.075
O: 14.013 12.990 9.466
N: 8.759 12.235 6.655
O: 9.249 12.562 5.578
O: 7.523 12.147 6.903
H: 8.128 11.504 9.162
H: 11.979 12.787 10.920
C: 10.726 16.255 3.960
C: 11.760 16.511 5.007
C: 11.890 17.840 5.533
C: 12.892 17.998 6.503
N: 13.554 16.976 6.999
C: 13.328 15.757 6.471
S: 13.463 13.083 6.888
N: 12.463 15.488 5.454
H: 11.159 16.372 2.971
H: 10.011 17.082 4.031
H: 10.203 15.220 4.095
H: 11.381 18.644 5.022
H: 13.176 18.957 6.918
Cl: 18.470 19.860 13.696
C: 19.902 19.496 12.797
C: 21.105 20.097 13.114
C: 22.258 19.607 12.527
C: 22.227 18.642 11.565
C: 20.994 18.027 11.270
Cl: 21.127 16.871 9.997
C: 19.802 18.594 11.753
N: 18.496 18.274 11.341
C: 18.006 18.352 10.015
C: 18.709 18.908 8.976
C: 18.070 19.174 7.776
C: 16.741 18.824 7.610
C: 16.199 17.861 8.471
C: 16.792 17.687 9.712
C: 16.059 16.728 10.607
C: 16.214 15.281 10.210
O: 16.171 14.996 8.957
O: 16.419 14.420 11.145
H: 21.125 20.989 13.794
H: 23.257 20.034 12.645
H: 23.106 18.303 11.091
H: 17.756 18.543 11.963
H: 19.695 19.213 9.241
H: 18.557 19.892 7.098
H: 16.202 19.137 6.761
H: 15.343 17.266 8.305
H: 15.012 17.066 10.621
H: 16.407 16.863 11.631

The value obtained for the HOMO energy (spin up / spin down) is -4.86 / -2.30 eV. The frontier orbital gap (spin up / spin down) comes out at 5.856 / 3.304 eV. As for the energy above the lowest of the compared OMol25 structures with the same formula, charge and spin: 268.6 kJ/mol. The net charge is -1.

***

(2)
This record from OMol25 describes a structure of composition C47H33F10N7OS3Tc. The level of theory is ωB97M-V/def2-TZVPD.

Positions of all 102 atoms, in Å:
Tc: -0.238 -0.036 0.346
C: 0.476 -0.351 3.772
N: 1.108 -0.281 2.452
C: 1.839 0.982 2.310
C: 0.933 2.196 2.124
N: -1.110 2.938 1.082
C: -1.928 3.313 -0.040
C: -2.353 4.643 -0.099
F: -1.894 5.539 0.775
C: -3.253 5.117 -1.031
F: -3.631 6.388 -1.002
C: -3.745 4.275 -2.000
F: -4.591 4.716 -2.908
C: -3.335 2.965 -2.002
F: -3.794 2.130 -2.930
C: -2.473 2.497 -1.028
F: -2.215 1.207 -1.088
C: 1.973 -1.452 2.241
C: 1.195 -2.759 2.039
N: -0.837 -2.183 0.623
C: -1.278 -3.417 -0.146
C: -1.899 -3.117 -1.457
F: -1.308 -2.201 -2.188
C: -3.028 -3.662 -1.865
F: -3.546 -3.386 -3.048
C: -3.801 -4.556 -1.000
F: -4.910 -5.074 -1.508
C: -3.427 -4.792 0.237
F: -4.155 -5.573 1.036
C: -2.151 -4.302 0.822
F: -1.769 -4.016 3.207
H: 1.240 -0.379 4.566
H: -0.145 -1.240 3.857
H: -0.171 0.508 3.943
H: 2.509 0.905 1.457
H: 2.454 1.177 3.203
H: 1.550 3.090 2.179
H: 0.222 2.244 2.941
H: 2.676 -1.570 3.084
H: 2.535 -1.295 1.322
H: 0.516 -2.969 2.875
H: 1.926 -3.568 2.007
C: 2.576 4.622 -1.758
C: 1.551 5.212 -1.033
C: 0.742 4.449 -0.200
C: 0.935 3.073 -0.113
C: 1.973 2.494 -0.811
C: 2.794 3.258 -1.627
N: 0.156 2.223 0.816
C: -1.895 2.532 2.233
C: -2.276 3.560 3.096
C: -3.149 3.344 4.143
C: -3.635 2.057 4.341
C: -3.213 1.016 3.539
C: -2.314 1.212 2.471
N: -1.787 0.135 1.727
N: -2.242 -1.032 2.191
C: -1.761 -2.121 1.743
C: -2.387 -3.425 2.086
C: -1.229 -5.466 1.161
C: 0.007 -5.276 0.735
C: 0.161 -3.988 -0.019
N: 0.526 -2.769 0.750
H: 3.208 5.223 -2.402
H: 1.381 6.281 -1.095
H: 0.001 4.945 0.404
H: 2.130 1.436 -0.719
H: 3.598 2.774 -2.169
H: -1.874 4.548 2.917
H: -3.435 4.161 4.795
H: -4.337 1.861 5.145
H: -3.565 0.015 3.728
H: -3.436 -3.322 2.345
H: -1.598 -6.307 1.737
H: 0.838 -5.955 0.899
H: 0.750 -4.079 -0.928
O: 1.397 -0.483 -0.808
C: 2.037 -0.596 -2.040
C: 1.960 -2.044 -2.595
C: 2.653 -3.122 -2.124
C: 2.441 -4.306 -2.887
C: 1.601 -4.096 -3.940
S: 1.078 -2.469 -4.006
C: 3.562 -0.363 -1.855
C: 4.231 -0.211 -0.680
C: 5.652 -0.147 -0.822
C: 6.046 -0.276 -2.113
S: 4.701 -0.483 -3.153
C: 1.381 0.385 -3.043
C: 0.069 0.747 -2.986
C: -0.334 1.636 -4.025
C: 0.688 1.935 -4.867
S: 2.135 1.148 -4.398
H: 3.301 -3.067 -1.255
H: 2.911 -5.259 -2.671
H: 1.266 -4.805 -4.686
H: 3.733 -0.156 0.274
H: 6.333 -0.012 0.010
H: 7.050 -0.262 -2.517
H: -0.594 0.370 -2.222
H: -1.342 2.022 -4.133
H: 0.683 2.571 -5.742

The value obtained for the HOMO energy (spin up / spin down) is -6.73 / -6.76 eV. The frontier orbital gap (spin up / spin down) comes out at 7.161 / 7.168 eV. As for the multiplicity: 4. Its expectation value of S² is 3.763.

***

(3)
This record from OMol25 describes a structure of composition C47H34F5N3O3P2S3Sc in a non-equilibrium geometry. The level of theory is ωB97M-V/def2-TZVPD.

Positions of all 98 atoms, in Å:
Sc: 0.234 -0.965 -1.153
S: 2.558 1.293 1.978
P: 0.723 1.562 1.237
C: -0.233 0.231 0.684
P: -1.060 -0.736 1.865
S: -0.887 -2.710 1.687
C: -0.738 -0.296 3.620
C: 0.468 -0.744 4.159
C: 0.801 -0.470 5.476
C: -0.079 0.243 6.280
C: -1.283 0.689 5.756
C: -1.606 0.432 4.430
C: -2.876 -0.437 1.683
C: -3.363 0.249 0.576
C: -4.733 0.392 0.370
C: -5.630 -0.145 1.281
C: -5.154 -0.847 2.385
C: -3.789 -1.003 2.575
C: 0.851 2.791 -0.138
C: 2.012 3.537 -0.319
C: 2.072 4.531 -1.289
C: 0.971 4.789 -2.095
C: -0.197 4.060 -1.912
C: -0.257 3.076 -0.933
C: -0.200 2.686 2.392
C: 0.406 3.268 3.499
C: -0.305 4.146 4.312
C: -1.630 4.449 4.029
C: -2.241 3.876 2.920
C: -1.528 3.004 2.110
H: 1.144 -1.312 3.531
H: 1.750 -0.810 5.875
H: 0.178 0.458 7.311
H: -1.968 1.261 6.372
H: -2.537 0.808 4.028
H: -2.650 0.658 -0.130
H: -5.095 0.918 -0.507
H: -6.697 -0.032 1.127
H: -5.852 -1.287 3.088
H: -3.421 -1.586 3.411
H: 2.867 3.324 0.313
H: 2.986 5.101 -1.420
H: 1.019 5.555 -2.861
H: -1.059 4.244 -2.542
H: -1.166 2.511 -0.793
H: 1.435 3.017 3.723
H: 0.179 4.583 5.179
H: -2.184 5.128 4.667
H: -3.276 4.103 2.689
H: -2.012 2.553 1.257
F: -4.668 -3.486 -1.749
C: -3.363 -3.474 -2.108
C: -2.462 -2.745 -1.366
C: -1.115 -2.707 -1.718
C: -0.711 -3.480 -2.818
C: -1.660 -4.173 -3.557
F: -1.305 -4.847 -4.685
C: -2.999 -4.187 -3.233
C: 0.730 -3.529 -3.159
C: 1.309 -4.653 -3.759
C: 2.659 -4.667 -4.033
C: 3.424 -3.559 -3.698
C: 2.792 -2.509 -3.068
N: 1.488 -2.481 -2.786
H: -2.831 -2.205 -0.501
H: -3.722 -4.712 -3.841
H: 0.691 -5.505 -3.993
H: 3.116 -5.533 -4.499
H: 4.485 -3.513 -3.904
H: 3.367 -1.643 -2.773
C: 3.165 -3.283 1.578
C: 4.258 -2.442 1.689
C: 4.324 -1.323 0.882
C: 3.279 -1.054 0.011
N: 2.206 -1.840 -0.064
C: 2.166 -2.944 0.686
C: 3.323 0.077 -0.958
C: 4.483 0.807 -1.170
C: 4.528 1.735 -2.193
C: 3.406 1.919 -2.978
C: 2.276 1.184 -2.683
N: 2.229 0.275 -1.702
H: 3.071 -4.179 2.175
H: 5.047 -2.650 2.401
H: 5.156 -0.640 0.962
H: 1.296 -3.567 0.562
H: 5.349 0.650 -0.544
H: 5.427 2.312 -2.368
H: 3.383 2.633 -3.789
H: 1.370 1.354 -3.243
F: -3.328 0.674 -4.969
C: -2.851 0.678 -3.727
F: -3.113 1.869 -3.169
F: -3.470 -0.264 -3.024
S: -1.044 0.399 -3.768
O: -0.529 1.561 -4.438
O: -0.837 -0.873 -4.394
O: -0.742 0.388 -2.299

The value obtained for the HOMO energy is -4.37 eV. The frontier orbital gap comes out at 6.285 eV. As for the energy above the lowest of the compared OMol25 structures with the same formula, charge and spin: 65.9 kJ/mol. The net charge is -1.

***

(4)
This record from OMol25 describes a structure of composition C47H35N4OSn. The level of theory is ωB97M-V/def2-TZVPD.

Positions of all 88 atoms, in Å:
Sn: -0.591 0.157 -0.992
C: -5.618 -0.589 4.826
C: -5.808 -0.335 3.474
C: -4.716 -0.206 2.629
C: -3.416 -0.328 3.119
C: -3.235 -0.581 4.475
C: -4.328 -0.712 5.322
C: -2.263 -0.183 2.181
C: -1.638 -1.357 1.740
C: -1.965 -2.693 2.188
C: -1.108 -3.532 1.561
C: -0.254 -2.713 0.726
N: -0.614 -1.404 0.857
C: 0.789 -3.214 -0.056
C: 1.712 -2.457 -0.795
C: 2.753 -3.018 -1.640
C: 3.352 -1.970 -2.249
C: 2.676 -0.778 -1.764
C: 2.926 0.523 -2.221
C: 3.982 0.680 -3.269
C: 3.603 0.799 -4.605
C: 4.558 0.947 -5.601
C: 5.907 0.977 -5.273
C: 6.291 0.857 -3.945
C: 5.334 0.710 -2.950
C: 2.282 1.692 -1.801
N: 1.278 1.774 -0.882
C: 1.002 3.085 -0.716
C: 0.030 3.591 0.162
C: -0.042 5.077 0.305
C: -0.999 5.814 -0.389
C: -1.054 7.196 -0.268
C: -0.150 7.861 0.549
C: 0.807 7.135 1.243
C: 0.861 5.754 1.120
C: -0.825 2.813 0.937
C: -1.748 3.354 1.912
C: -2.396 2.305 2.463
C: -1.868 1.110 1.838
N: -0.919 1.451 0.925
C: 1.864 3.888 -1.555
C: 2.652 3.022 -2.236
N: 1.723 -1.113 -0.869
C: 0.933 -4.702 -0.118
C: 1.656 -5.414 0.832
C: 1.775 -6.795 0.741
C: 1.174 -7.482 -0.304
C: 0.450 -6.778 -1.258
C: 0.331 -5.400 -1.165
H: -6.469 -0.689 5.487
H: -6.810 -0.237 3.074
H: -4.859 -0.006 1.574
H: -2.230 -0.675 4.869
H: -4.173 -0.910 6.376
H: -2.738 -2.945 2.896
H: -1.041 -4.604 1.662
H: 2.973 -4.069 -1.755
H: 4.162 -1.991 -2.962
H: 2.548 0.773 -4.849
H: 4.247 1.037 -6.634
H: 6.653 1.093 -6.049
H: 7.342 0.881 -3.684
H: 5.634 0.618 -1.913
H: -1.697 5.293 -1.032
H: -1.804 7.753 -0.816
H: -0.192 8.939 0.643
H: 1.517 7.648 1.882
H: 1.608 5.185 1.660
H: -1.864 4.400 2.149
H: -3.152 2.315 3.232
H: 1.861 4.966 -1.612
H: 3.426 3.259 -2.949
H: 2.126 -4.877 1.647
H: 2.340 -7.338 1.489
H: 1.269 -8.558 -0.376
H: -0.024 -7.306 -2.077
H: -0.233 -4.844 -1.904
C: -3.836 2.957 -1.240
C: -3.728 1.485 -0.827
C: -4.986 0.719 -1.249
O: -2.606 0.892 -1.375
H: -4.796 3.391 -0.942
H: -3.727 3.033 -2.325
H: -3.034 3.523 -0.766
H: -3.682 1.471 0.278
H: -5.051 0.720 -2.340
H: -5.892 1.174 -0.834
H: -4.921 -0.317 -0.912

The value obtained for the HOMO energy (spin up / spin down) is -3.67 / -3.67 eV. The frontier orbital gap (spin up / spin down) comes out at 5.399 / 5.397 eV. As for the energy above the lowest of the compared OMol25 structures with the same formula, charge and spin: 0.0 kJ/mol. The net charge is -1.

***

(5)
This record from OMol25 describes a structure of composition C47H36AsBr2CrN3O2S in a non-equilibrium geometry. The level of theory is ωB97M-V/def2-TZVPD.

Positions of all 93 atoms, in Å:
Cr: 1.229 0.468 0.396
S: -0.858 1.974 -0.135
C: -2.170 1.205 0.756
C: -3.412 1.855 0.749
C: -4.520 1.300 1.361
C: -4.423 0.071 2.002
C: -3.197 -0.565 2.046
C: -2.064 -0.019 1.441
As: -0.353 -0.936 1.613
C: -0.848 -2.769 1.117
C: -0.516 -3.260 -0.143
C: -0.919 -4.527 -0.541
C: -1.652 -5.325 0.324
C: -1.958 -4.858 1.594
C: -1.554 -3.593 1.991
C: -0.225 -1.207 3.528
C: 0.733 -2.118 3.968
C: 0.928 -2.331 5.322
C: 0.169 -1.627 6.247
C: -0.779 -0.712 5.814
C: -0.978 -0.502 4.457
H: -3.482 2.812 0.249
H: -5.469 1.821 1.330
H: -5.288 -0.388 2.462
H: -3.110 -1.512 2.565
H: 0.076 -2.654 -0.813
H: -0.658 -4.889 -1.527
H: -1.968 -6.312 0.014
H: -2.515 -5.485 2.279
H: -1.769 -3.254 2.997
H: 1.326 -2.661 3.240
H: 1.668 -3.045 5.660
H: 0.315 -1.794 7.307
H: -1.365 -0.158 6.536
H: -1.714 0.216 4.121
C: 4.238 1.130 -0.371
O: 2.949 1.566 -0.825
C: 2.705 1.263 -2.189
C: 3.672 1.884 -3.142
C: 3.339 1.591 -4.608
Br: 4.638 2.349 -5.823
C: 1.280 0.864 -4.825
C: 0.309 0.333 -3.819
C: 0.761 -0.087 -2.631
O: 0.044 -0.632 -1.603
C: -1.103 0.422 -4.191
N: -1.542 0.355 -5.420
C: -2.913 0.487 -5.332
C: -3.891 0.465 -6.324
C: -5.207 0.621 -5.934
C: -5.559 0.811 -4.591
C: -4.605 0.826 -3.591
C: -3.285 0.651 -3.985
N: -2.110 0.579 -3.267
H: 4.318 0.041 -0.419
H: 4.330 1.462 0.658
H: 5.030 1.578 -0.971
H: 4.635 2.269 -2.841
H: 0.753 0.925 -5.774
H: -0.897 -0.672 -1.841
H: -3.619 0.333 -7.363
H: -5.989 0.588 -6.682
H: -6.600 0.954 -4.333
H: -4.866 0.958 -2.548
H: -1.981 0.985 -2.323
C: 0.633 2.951 5.424
C: 0.074 3.067 4.138
C: 0.597 2.356 3.091
C: 1.690 1.470 3.262
C: 2.178 0.662 2.178
C: 3.249 -0.162 2.470
C: 3.871 -0.205 3.735
C: 3.391 0.550 4.764
C: 2.276 1.395 4.559
C: 1.719 2.145 5.620
H: 0.204 3.504 6.251
H: -0.772 3.724 3.973
H: 0.185 2.486 2.099
H: 3.637 -0.830 1.704
H: 4.720 -0.861 3.889
H: 3.840 0.501 5.749
H: 2.169 2.057 6.603
Br: 4.075 -2.333 -5.160
C: 3.130 -0.961 -4.252
C: 2.716 0.236 -5.030
C: 1.944 2.216 -4.434
C: 2.271 2.478 -2.955
N: 2.142 -0.054 -2.284
C: 2.887 -1.085 -2.956
H: 2.889 0.063 -6.088
H: 1.646 3.100 -4.989
H: 1.967 3.360 -2.409
H: 3.159 -1.958 -2.378

The value obtained for the HOMO energy (spin up / spin down) is -7.24 / -7.49 eV. The frontier orbital gap (spin up / spin down) comes out at 7.523 / 7.683 eV. As for the multiplicity: 5. Its expectation value of S² is 6.047.

***

Computed electronic energy, in the same sequence as the records: -178319.50470, -123623.81074, -145282.97875, -63148.98015, -298066.20986 eV.